14
Properties=species:S:1:pos:R:3 method="wB97M-V/def2-TZVPD" e_tot_ha=-307.3612 e_above_lowest_ev=9.558 homo_lumo_gap_ev=4.306
O 2.262 -0.366 -0.865
C 1.954 -0.313 0.448
C 0.628 0.270 1.041
C -0.573 0.029 0.449
C -0.590 -0.319 -0.975
O -3.052 0.661 -0.011
H 1.905 -1.304 0.941
H 2.745 0.259 1.033
H 0.602 0.713 1.992
H -1.575 -0.014 0.885
H 0.078 0.330 -1.554
H -0.495 -1.363 -1.301
H -1.638 0.058 -1.233
H -3.818 0.960 0.475